A molecular structure, C18H30BrN2OPPdSi, computed with ωB97M-V/def2-TZVPD.

Calculated values
**HOMO energy (alpha / beta)**: -4.7 / -7.8 eV
**E**: -4221.117480 Ha
**Gap between HOMO and LUMO (alpha / beta)**: 5.0 / 6.9 eV
**<S²>**: 6.0655
**ΔE to the lowest compared entry with this formula, charge and spin**: 0.000 eV

ORCA input file:
```
! RIJCOSX wB97M-V def2-TZVPD def2/J DEFGRID3
* xyz 0 5
Pd 0.107 0.784 0.313
Si -1.543 1.693 1.446
P -1.822 -0.604 -1.604
N 1.124 0.998 -1.341
H -1.312 -1.781 -0.835
C -1.754 -1.581 -3.149
H -2.641 -1.455 -3.779
H -1.649 -2.628 -2.850
H -0.850 -1.291 -3.696
C -3.518 -0.786 -0.938
H -4.259 -0.930 -1.734
H -3.786 0.076 -0.316
H -3.493 -1.671 -0.291
C -1.867 1.133 -2.308
H -2.661 1.260 -3.061
H -0.909 1.368 -2.786
H -2.035 1.882 -1.525
C -2.449 0.581 2.694
H -1.748 0.014 3.319
H -3.126 -0.121 2.191
H -3.031 1.256 3.339
H -0.714 2.660 2.253
H -2.554 2.334 0.557
C 1.558 2.188 -1.697
C 3.150 3.467 -3.051
C 2.626 2.255 -2.670
C 1.044 3.426 -1.178
C 1.574 4.636 -1.586
C 2.622 4.669 -2.523
H 3.970 3.503 -3.772
H 2.992 1.300 -3.048
H 0.240 3.362 -0.436
H 1.171 5.570 -1.184
H 3.039 5.634 -2.838
C -1.118 -2.936 1.347
O -1.183 -1.718 1.222
C 0.125 -3.736 1.077
H -0.128 -4.794 0.989
H 0.792 -3.619 1.935
H 0.641 -3.400 0.181
C -2.208 -3.756 1.983
H -2.489 -4.599 1.338
H -3.084 -3.152 2.220
H -1.807 -4.180 2.915
Br 2.611 -0.846 5.163
C 2.771 -0.777 3.281
C 4.002 -0.875 2.633
C 4.052 -0.773 1.240
C 2.874 -0.488 0.539
N 1.735 -0.283 1.203
C 1.613 -0.556 2.515
H 4.892 -1.020 3.234
H 4.977 -0.861 0.678
H 2.830 -0.341 -0.542
H 0.605 -0.493 2.931
*
```

Atom-resolved charges from Mulliken, all expressed in e: -0.02 0.75 1.33 -0.58 -0.70 -1.40 0.37 0.45 0.32 -1.17 0.44 0.23 0.24 -1.07 0.48 0.28 0.18 -0.92 0.22 0.15 0.42 -0.35 -0.24 0.65 -0.50 -0.43 0.00 -0.72 -0.34 0.35 0.39 0.24 0.37 0.35 0.87 0.03 -1.22 0.43 0.30 0.29 -1.59 0.43 0.33 0.40 -0.17 -0.42 -0.02 -0.88 -0.21 0.04 -0.10 0.44 0.40 0.55 0.33

A gas-phase ion, C18H30BrN4OS2 (charge +1), computed with ωB97M-V/def2-TZVPD.

Calculated values
**HOMO energy**: -10.8 eV
**E**: -4367.740136 Ha
**Gap between HOMO and LUMO**: 5.4 eV
**SMILES**: CCN(CCc1n[nH+]cc(Br)c1CCCSC(=S)N(CC)CC)C(C)=O

ORCA input file:
```
! RIJCOSX wB97M-V def2-TZVPD def2/J DEFGRID3
* xyz 1 1
C 5.271 -1.444 0.533
C 4.616 -0.725 -0.787
N 3.113 -0.544 -0.738
C 2.803 0.898 -1.074
C 1.203 1.188 -1.400
C 1.031 2.849 -1.240
N 2.199 3.610 -1.718
N 2.162 4.961 -1.584
C 0.969 5.615 -0.972
C -0.427 4.967 -0.430
Br -1.985 5.951 0.365
C -0.395 3.297 -0.589
C -1.636 2.325 -0.138
C -2.014 2.524 1.455
C -2.659 1.199 2.174
S -3.705 0.116 1.060
C -2.710 -1.459 0.650
S -1.110 -1.739 1.249
N -3.251 -2.573 -0.263
C -3.198 -3.924 0.424
C -3.901 -3.928 1.927
C -2.315 -2.731 -1.470
C -2.985 -3.662 -2.676
C 2.566 -0.967 0.609
C 2.396 0.063 1.888
O 2.162 -2.257 0.754
H 4.869 -2.537 0.746
H 5.217 -0.770 1.516
H 6.438 -1.583 0.322
H 4.901 -1.286 -1.785
H 5.086 0.371 -0.836
H 3.203 1.644 -0.264
H 3.393 1.159 -2.076
H 0.593 0.593 -0.598
H 0.954 0.867 -2.516
H 2.993 5.530 -1.918
H 1.047 6.802 -0.861
H -1.495 1.203 -0.452
H -2.591 2.708 -0.743
H -1.070 2.834 2.113
H -2.817 3.397 1.566
H -1.801 0.630 2.753
H -3.389 1.607 3.026
H -2.101 -4.361 0.543
H -3.790 -4.756 -0.195
H -3.162 -3.666 2.796
H -4.243 -5.055 2.121
H -4.867 -3.269 1.949
H -2.021 -1.658 -1.853
H -1.303 -3.293 -1.182
H -4.120 -3.403 -2.800
H -2.789 -4.788 -2.340
H -2.345 -3.510 -3.659
H 1.741 1.019 1.605
H 1.839 -0.505 2.752
H 3.431 0.468 2.259
*
```

Atom-resolved charges from Mulliken, all expressed in e: -0.89 -0.31 0.12 -1.11 0.09 0.01 -0.29 -0.07 0.00 -0.19 -0.03 0.35 0.08 -0.40 -0.65 -0.14 -0.03 -0.10 -0.10 -0.35 -0.95 -0.21 -1.00 0.31 -0.60 -0.56 0.27 0.20 0.36 0.27 0.26 0.38 0.46 -0.10 0.32 0.30 0.37 -0.12 0.39 0.27 0.31 0.31 0.39 0.29 0.34 0.21 0.34 0.26 0.19 0.28 0.27 0.26 0.35 0.08 0.27 0.28

A molecular structure, C18H30Cl6N6, computed with ωB97M-V/def2-TZVPD.

Calculated values
**HOMO energy**: -9.3 eV
**E**: -3793.113429 Ha
**Gap between HOMO and LUMO**: 9.0 eV
**ΔE to the lowest compared entry with this formula, charge and spin**: 10.525 eV

ORCA input file:
```
! RIJCOSX wB97M-V def2-TZVPD def2/J DEFGRID3
* xyz 0 1
C 2.504 2.477 -0.809
C 2.873 1.566 0.317
N 3.249 0.931 1.199
H 3.380 2.815 -1.363
H 2.024 3.378 -0.427
H 1.810 1.891 -1.411
C -0.883 -0.476 3.365
C 0.112 0.453 3.838
N 0.868 1.233 4.193
H -1.779 0.041 3.708
H -0.747 -1.350 4.003
H -0.795 -0.734 2.310
C -0.971 -3.034 -1.695
C 0.371 -2.763 -2.222
N 1.443 -2.620 -2.665
H -0.831 -3.663 -0.816
H -1.451 -3.587 -2.502
H -1.354 -2.021 -1.567
C -4.041 0.527 -1.927
C -2.810 1.277 -1.693
N -1.775 1.780 -1.458
H -3.848 -0.288 -2.624
H -4.719 1.166 -2.493
H -4.566 0.143 -1.052
C 3.818 0.674 -3.930
C 3.128 0.191 -2.727
N 2.561 -0.211 -1.759
H 3.966 -0.253 -4.484
H 4.749 1.036 -3.493
H 3.318 1.456 -4.500
C -0.040 -0.113 -0.737
C 0.148 0.628 0.570
N 0.229 1.161 1.622
H 0.054 -1.174 -0.506
H 0.799 0.229 -1.345
H -1.064 0.068 -1.062
Cl 1.443 -1.471 2.202
C 2.342 -1.220 0.676
C 2.475 -2.509 -0.109
Cl 3.697 -3.748 0.449
H 3.231 -0.746 1.092
H 1.845 -0.423 0.123
H 2.800 -2.155 -1.088
H 1.471 -2.905 -0.263
Cl -2.841 4.031 1.933
C -1.443 3.505 1.135
C -0.322 3.295 2.103
Cl 0.074 4.876 2.891
H -1.260 4.349 0.471
H -1.867 2.684 0.556
H 0.523 2.845 1.583
H -0.627 2.584 2.872
Cl -2.457 -2.632 3.232
C -3.105 -1.688 1.755
C -2.412 -2.156 0.484
Cl -0.620 -2.128 0.591
H -3.109 -0.601 1.837
H -4.176 -1.878 1.818
H -2.692 -1.576 -0.395
H -2.701 -3.166 0.193
*
```

Atom-resolved charges from Mulliken, all expressed in e: -0.88 0.71 -0.48 0.31 0.31 0.33 0.18 -0.15 -0.60 0.52 0.52 -0.80 -0.13 0.42 -0.55 0.44 0.49 -0.40 -1.13 0.74 -0.60 0.37 0.35 0.29 -1.32 0.53 -0.04 0.37 0.31 0.30 1.43 0.58 -0.48 -1.85 -0.04 0.00 -0.11 1.61 0.00 -0.24 0.93 -2.51 0.11 0.10 -0.23 0.25 0.33 -0.23 0.36 -0.44 -0.18 0.06 -0.20 -0.67 -0.40 -0.09 0.31 0.56 0.11 0.52

A molecular structure, C18H30EuN2O4S3, computed with ωB97M-V/def2-TZVPD.

Calculated values
**HOMO energy (alpha / beta)**: -12.6 / -12.6 eV
**E**: -3018.435733 Ha
**Gap between HOMO and LUMO (alpha / beta)**: 3.7 / 3.9 eV
**<S²>**: 15.7598

ORCA input file:
```
! RIJCOSX wB97M-V def2-TZVPD def2/J DEFGRID3
* xyz 2 8
C 1.881 -2.753 -1.594
O 3.071 -3.532 -1.563
C 4.009 -3.037 -0.587
C 3.480 -3.088 0.894
C 3.759 -1.795 1.764
C 3.474 -0.422 1.056
C 2.326 0.431 1.738
C 0.954 0.281 0.964
C 0.566 1.500 0.047
C -0.276 2.635 0.736
C -1.335 2.163 1.782
C -2.518 1.330 1.163
S -3.996 1.454 2.262
C -5.143 0.144 1.865
S -6.083 -0.494 3.044
N -5.272 -0.390 0.494
C -4.818 -1.635 0.054
C -5.061 -1.837 -1.382
N -5.733 -0.642 -1.766
C -5.831 0.173 -0.615
C 1.844 2.190 -0.604
C 1.472 3.234 -1.710
O 1.099 2.657 -2.988
S 0.495 1.140 -2.822
O 1.573 0.217 -3.112
O -0.575 1.003 -3.799
C -0.267 0.887 -1.192
H 2.044 -1.660 -1.457
H 1.374 -2.952 -2.565
H 1.186 -3.118 -0.786
H 4.406 -2.043 -0.907
H 4.875 -3.744 -0.654
H 2.400 -3.344 0.987
H 4.031 -3.925 1.398
H 4.806 -1.880 2.151
H 3.103 -1.886 2.671
H 3.224 -0.503 -0.026
H 4.427 0.169 1.109
H 2.642 1.497 1.857
H 2.206 0.050 2.786
H 0.173 -0.023 1.699
H 1.091 -0.597 0.278
H -0.816 3.188 -0.080
H 0.397 3.393 1.211
H -0.861 1.557 2.585
H -1.738 3.086 2.283
H -2.792 1.664 0.134
H -2.185 0.259 1.178
H -4.322 -2.409 0.666
H -4.773 -2.709 -2.003
H -6.296 1.226 -0.678
H 2.588 1.444 -0.970
H 2.353 2.777 0.205
H 0.702 3.971 -1.363
H 2.387 3.849 -1.899
H -0.539 -0.182 -1.026
H -1.238 1.443 -1.217
Eu -7.948 -0.412 -1.698
*
```

Atom-resolved charges from Mulliken, all expressed in e: -0.25 -0.45 -0.53 -0.56 -0.91 0.36 -1.39 -0.78 2.52 -1.45 -1.17 -0.28 -0.03 -0.18 -0.02 0.38 -0.03 -0.44 -0.58 -0.22 -1.34 -0.50 -0.36 1.38 -0.63 -0.74 -1.08 0.01 0.30 0.21 0.35 0.34 0.26 0.36 0.37 0.29 -0.34 0.38 0.37 0.50 0.41 -0.06 0.47 0.38 0.41 0.62 0.38 0.34 0.42 0.41 0.41 0.17 0.61 0.27 0.41 0.39 0.20 1.65